Entry 1:
Formula: C21H16N5OSW
Source: the Open Molecules 2025 dataset
Level of theory: wB97M-V/def2-TZVPD

Its HOMO energy is -10.1532 eV. The HOMO-LUMO gap comes out at 6.46 eV. As for the total charge: +1.

Each line ends with the Mulliken charge.
CARTESIAN COORDINATES (ANGSTROEM)
W 0.403 -0.463 0.316  1.24
S -6.490 -3.743 -0.139  0.19
N -6.087 -2.213 -0.445  -0.67
C -4.780 -2.123 -0.279  0.78
C -3.987 -0.919 -0.446  0.14
C -4.508 0.317 -0.816  -0.51
C -3.652 1.393 -0.941  -0.82
C -2.301 1.211 -0.683  -0.40
N -1.791 0.033 -0.335  0.24
C -2.613 -1.025 -0.217  0.51
C -1.988 -2.285 0.159  -0.31
N -0.644 -2.270 0.349  -0.62
C -0.038 -3.431 0.661  -0.40
C -0.731 -4.618 0.813  -0.66
C -2.102 -4.641 0.642  -0.51
C -2.740 -3.454 0.307  0.25
C -4.172 -3.350 0.087  0.76
N -5.033 -4.346 0.193  -0.65
H -5.570 0.417 -0.995  0.56
H -4.018 2.370 -1.220  0.44
H -1.609 2.041 -0.741  0.44
H 1.031 -3.378 0.800  0.54
H -0.182 -5.512 1.069  0.45
H -2.678 -5.548 0.760  0.56
C 2.242 -1.413 -4.706  -1.12
C 0.878 -0.765 -4.439  -0.34
C 0.628 -0.626 -3.009  0.35
N 0.462 -0.533 -1.878  -0.30
H 2.393 -1.496 -5.779  0.34
H 2.294 -2.410 -4.272  0.34
H 3.048 -0.812 -4.290  0.34
H 0.069 -1.361 -4.864  0.27
H 0.823 0.230 -4.884  0.28
C -1.149 1.920 4.342  -0.40
C -0.620 2.583 3.245  -0.74
C -0.206 1.854 2.137  -0.19
C -0.312 0.458 2.097  0.56
C -0.853 -0.185 3.214  -0.36
C -1.261 0.536 4.327  -0.65
H -1.471 2.481 5.209  0.39
H -0.523 3.661 3.256  0.39
H 0.215 2.407 1.294  0.30
H -0.949 -1.266 3.225  0.35
H -1.667 0.020 5.188  0.40
O 1.889 -1.214 0.602  -0.79

***

Entry 2:
Formula: C21H17Br5CeN5O3S
Source: the Open Molecules 2025 dataset
Level of theory: wB97M-V/def2-TZVPD

Its HOMO energy (spin up / spin down) is -7.2370 / -7.2623 eV. Its spin multiplicity is 2. The HOMO-LUMO gap (spin up / spin down) comes out at 6.68 / 6.70 eV.

Each line ends with the Mulliken charge.
CARTESIAN COORDINATES (ANGSTROEM)
Ce -0.492 0.837 0.222  0.53
C 2.423 4.676 -1.576  -0.33
C 3.424 3.523 -1.584  -0.83
N 2.850 2.340 -2.178  -0.19
C 2.073 1.473 -1.508  0.57
S 2.132 1.493 0.227  -0.53
N 1.395 0.630 -2.267  -0.92
N 0.533 -0.208 -1.662  0.61
C -0.196 -0.985 -2.414  0.71
C -0.077 -1.060 -3.906  -1.78
C -1.220 -1.760 -1.729  0.58
C -1.862 -2.837 -2.361  -0.72
C -2.796 -3.579 -1.674  -0.42
C -3.098 -3.229 -0.363  -0.87
C -2.462 -2.129 0.183  -0.02
N -1.552 -1.401 -0.463  0.08
H 2.838 5.528 -1.045  0.44
H 1.517 4.355 -1.059  -0.22
H 2.161 4.986 -2.587  0.28
H 3.702 3.264 -0.561  0.33
H 4.321 3.787 -2.144  0.36
H 2.714 2.341 -3.181  0.29
H 0.662 -0.334 -4.234  0.37
H -1.035 -0.821 -4.365  0.38
H 0.226 -2.055 -4.224  0.38
H -1.606 -3.097 -3.374  0.39
H -3.282 -4.422 -2.142  0.43
H -3.806 -3.795 0.220  0.40
H -2.684 -1.807 1.197  0.44
O -0.242 -0.241 6.896  -0.53
C -0.342 0.034 5.595  1.04
C -0.981 1.168 5.086  -0.65
C -1.065 1.337 3.719  -0.71
N -0.560 0.464 2.839  -0.11
C 0.078 -0.587 3.342  0.15
Br 0.816 -1.750 2.008  -0.14
C 0.219 -0.869 4.681  -0.53
H -0.667 0.435 7.443  0.31
H -1.406 1.907 5.749  0.34
H -1.544 2.208 3.289  0.42
H 0.735 -1.748 5.027  0.47
Br -1.099 6.463 -3.530  -0.15
C -1.227 5.277 -2.056  0.06
C -1.307 5.765 -0.761  0.27
Br -1.378 7.627 -0.436  -0.18
C -1.331 4.866 0.305  0.23
Br -1.448 5.464 2.101  -0.17
C -1.293 3.487 0.120  0.03
O -1.262 2.639 1.115  -0.45
C -1.317 2.983 -1.229  0.32
O -1.439 1.699 -1.438  -0.72
C -1.240 3.901 -2.271  0.07
Br -1.148 3.151 -4.007  -0.13

***

Entry 3:
Formula: C21H17F5N4O7SeW
Source: the Open Molecules 2025 dataset
Level of theory: wB97M-V/def2-TZVPD

Its HOMO energy (spin up / spin down) is -7.2103 / -7.2110 eV. The HOMO-LUMO gap (spin up / spin down) comes out at 5.61 / 5.61 eV.

Each line ends with the Mulliken charge.
CARTESIAN COORDINATES (ANGSTROEM)
W -0.377 0.621 -0.288  1.09
O 0.696 -1.604 -3.530  -0.71
C 0.640 -0.763 -2.652  0.22
O -0.338 -0.677 -1.752  -0.48
C 1.675 0.254 -2.362  0.66
C 2.895 0.444 -2.996  -0.72
C 3.810 1.336 -2.446  -0.53
C 3.530 1.930 -1.212  -0.84
C 2.303 1.695 -0.614  0.72
N 1.345 0.935 -1.226  0.40
C 1.940 1.952 0.804  -0.13
O 2.574 2.644 1.581  -0.69
O 0.878 1.239 1.146  -0.66
H 3.122 -0.127 -3.882  0.57
H 4.752 1.523 -2.932  0.45
H 4.259 2.520 -0.684  0.56
C -1.632 2.324 2.469  -0.89
O -1.619 1.006 1.917  -0.23
C -1.128 0.027 2.831  -0.55
C -1.466 -1.335 2.228  -0.68
O -0.926 -1.388 0.905  -0.22
C -0.330 -2.624 0.512  -0.98
C 1.157 -2.584 0.848  -0.57
O 1.657 -1.415 0.229  0.16
C 3.062 -1.272 0.396  -0.90
H -2.226 2.335 3.390  0.38
H -0.612 2.668 2.674  0.32
H -2.106 2.970 1.727  0.24
H -0.039 0.157 2.951  0.13
H -1.623 0.136 3.807  0.59
H -1.061 -2.135 2.854  0.50
H -2.560 -1.439 2.145  0.25
H -0.835 -3.473 0.984  0.58
H -0.450 -2.673 -0.578  0.27
H 1.318 -2.545 1.938  0.34
H 1.662 -3.475 0.448  0.55
H 3.544 -2.253 0.380  0.45
H 3.434 -0.684 -0.438  0.14
H 3.298 -0.763 1.335  0.26
F -4.424 2.157 -6.192  -0.29
C -4.066 1.744 -4.974  0.58
C -2.742 1.836 -4.556  -0.01
F -1.809 2.333 -5.370  -0.29
C -2.392 1.416 -3.280  -0.05
F -1.083 1.545 -2.907  -0.18
C -3.318 0.893 -2.378  0.17
Se -2.884 0.314 -0.618  -0.07
C -4.640 0.800 -2.835  0.08
F -5.552 0.295 -2.002  -0.31
C -5.020 1.217 -4.101  0.22
F -6.292 1.122 -4.494  -0.29
N -1.166 7.196 -0.851  -0.53
C -0.782 6.114 -0.793  0.45
N -0.254 4.944 -0.699  -0.55
C -0.513 3.755 -0.588  0.81
N -0.652 2.577 -0.464  0.21

***

Entry 4:
Formula: C21H17FN4O3S
Source: the Open Molecules 2025 dataset
Level of theory: wB97M-V/def2-TZVPD

Its HOMO energy is -7.8852 eV. As for the SMILES: COc1ccccc1NC(=O)Cn1c2ccc(F)cc2c2nc3n(c(=O)c21)CCS3. The HOMO-LUMO gap comes out at 8.01 eV.

Each line ends with the Mulliken charge.
CARTESIAN COORDINATES (ANGSTROEM)
C 1.936 -2.439 -1.588  -0.75
O 2.087 -1.373 -0.685  -0.18
C 3.178 -0.551 -0.831  0.73
C 4.188 -0.724 -1.762  -0.72
C 5.223 0.196 -1.842  -0.64
C 5.255 1.291 -1.001  -0.78
C 4.258 1.467 -0.054  -0.44
C 3.225 0.551 0.043  0.33
N 2.188 0.662 0.977  0.04
C 1.681 1.793 1.511  0.93
O 2.134 2.909 1.399  -0.64
C 0.363 1.509 2.261  -1.41
N -0.660 1.151 1.311  0.20
C -1.413 2.028 0.576  0.16
C -1.404 3.420 0.581  -0.64
C -2.280 4.071 -0.258  -0.80
C -3.145 3.344 -1.081  0.18
F -3.984 4.039 -1.881  -0.35
C -3.173 1.971 -1.119  -0.59
C -2.287 1.302 -0.276  -0.37
C -2.009 -0.074 -0.042  1.79
N -2.553 -1.184 -0.598  -0.73
C -2.082 -2.298 -0.167  0.26
N -1.092 -2.441 0.768  0.01
C -0.445 -1.364 1.367  0.05
O 0.481 -1.545 2.149  -0.79
C -0.993 -0.119 0.923  0.33
C -0.768 -3.800 1.155  -0.77
C -1.247 -4.713 0.038  -0.59
S -2.660 -3.842 -0.746  -0.13
H 0.972 -2.889 -1.354  -0.11
H 2.726 -3.187 -1.465  0.38
H 1.921 -2.088 -2.624  0.44
H 4.178 -1.566 -2.436  0.38
H 6.001 0.050 -2.576  0.39
H 6.056 2.009 -1.073  0.38
H 4.267 2.318 0.606  0.46
H 1.717 -0.213 1.184  0.17
H 0.503 0.681 2.959  0.46
H 0.060 2.407 2.802  0.48
H -0.719 3.975 1.201  0.39
H -2.312 5.148 -0.298  0.45
H -3.843 1.434 -1.769  0.56
H -1.276 -4.028 2.099  0.41
H 0.310 -3.870 1.320  0.33
H -0.487 -4.868 -0.728  0.32
H -1.592 -5.676 0.405  0.43

***

Entry 5:
Formula: C21H17N5O3RuSSbSe4
Source: the Open Molecules 2025 dataset
Level of theory: wB97M-V/def2-TZVPD

Its HOMO energy (spin up / spin down) is -7.2020 / -7.1995 eV. Its spin multiplicity is 2. The HOMO-LUMO gap (spin up / spin down) comes out at 4.44 / 4.35 eV.

Each line ends with the Mulliken charge.
CARTESIAN COORDINATES (ANGSTROEM)
Ru 0.097 0.228 0.138  0.31
N -3.774 -1.560 -0.680  -0.44
C -2.549 -1.226 -0.258  0.85
S -1.341 -0.870 -1.463  -0.40
N -2.283 -1.238 1.014  -1.30
N -1.037 -0.884 1.371  1.22
C -0.599 -1.325 2.518  -0.51
C 0.783 -1.388 2.854  0.53
C 1.176 -1.633 4.180  -0.55
C 2.473 -1.957 4.489  -0.64
C 3.415 -2.088 3.462  -0.44
C 3.072 -1.857 2.155  -0.63
C 1.763 -1.459 1.797  0.28
O 1.483 -1.212 0.565  -0.76
H -3.965 -1.624 -1.662  0.20
H -4.483 -1.806 -0.011  0.24
H -1.319 -1.802 3.178  0.38
H 0.432 -1.534 4.962  0.49
H 2.761 -2.114 5.516  0.49
H 4.433 -2.364 3.697  0.40
H 3.799 -1.926 1.360  0.45
O -5.375 4.119 3.919  -0.48
C -4.978 4.628 2.741  0.51
O -5.527 5.588 2.270  -0.56
C -3.864 3.931 2.039  1.05
C -3.615 2.568 2.195  -1.32
C -2.668 1.938 1.419  -0.26
C -1.921 2.638 0.458  0.28
C -2.134 4.028 0.354  -0.52
C -3.100 4.645 1.111  -1.14
N -1.011 1.965 -0.322  0.49
C -0.563 2.490 -1.475  -0.62
C 0.613 2.005 -2.048  0.58
C 1.190 2.523 -3.234  -1.18
C 2.384 2.026 -3.673  -0.25
C 3.024 1.012 -2.937  -0.84
C 2.410 0.525 -1.805  -0.30
N 1.247 0.995 -1.369  0.51
H -4.814 3.398 4.236  0.33
H -4.186 1.964 2.888  0.39
H -2.555 0.870 1.527  0.60
H -1.529 4.620 -0.315  0.53
H -3.278 5.703 0.998  0.43
H -1.104 3.301 -1.946  0.56
H 0.664 3.305 -3.757  0.47
H 2.841 2.409 -4.574  0.43
H 3.984 0.628 -3.240  0.44
H 2.869 -0.259 -1.205  0.53
Se 2.127 1.565 5.396  -0.26
Sb 0.198 1.967 3.909  0.76
Se -0.314 4.382 3.866  -0.54
Se -1.750 0.827 4.878  -0.61
Se 1.158 1.522 1.600  -0.22